Record 1
{"formula": "C3H7N3", "method": "the ωB97M-V functional and the def2-TZVPD basis", "elements": ["N", "N", "C", "C", "C", "N", "H", "H", "H", "H", "H", "H", "H"], "xyz": [[-2.1927, -0.8294, 0.0544], [-1.8000, 0.5278, -0.1688], [-0.6685, 1.0069, -0.1122], [0.6144, 0.4327, 0.3299], [1.8909, 0.0228, -0.4044], [1.0135, -1.0310, -0.0074], [-1.4385, -1.4853, -0.4957], [-3.1493, -0.8101, -0.3107], [-0.7526, 2.0779, -0.0163], [0.6805, 0.8071, 1.4416], [1.7272, 0.1498, -1.3117], [2.7141, 0.5901, 0.1597], [1.3610, -1.4594, 0.8414]], "homo_energy_ev": -9.01, "smiles": "N/N=C\\[C@@H]1CN1", "de_lowest_kj_mol": 425.54, "total_charge": 0, "orbital_gap_ev": 9.99}

Record 2
{"formula": "C17H24N2O5S", "method": "the ωB97M-V functional and the def2-TZVPD basis", "elements": ["C", "C", "C", "S", "O", "O", "N", "C", "C", "C", "C", "O", "N", "C", "C", "C", "C", "C", "C", "C", "O", "C", "O", "C", "C", "H", "H", "H", "H", "H", "H", "H", "H", "H", "H", "H", "H", "H", "H", "H", "H", "H", "H", "H", "H", "H", "H", "H", "H"], "xyz": [[7.2637, 1.6885, -0.2477], [6.5014, 1.3263, 1.0201], [5.5000, 0.2164, 0.7662], [4.1607, 0.8447, -0.3096], [3.7692, 2.1417, 0.1557], [4.5423, 0.6915, -1.6824], [2.8670, -0.1649, -0.0635], [2.1488, -0.0585, 1.1813], [0.7080, -0.5202, 0.9664], [0.7058, -1.9524, 0.4179], [-0.7191, -2.4638, 0.2156], [-1.1671, -3.3964, 0.8490], [-1.4262, -1.8092, -0.7293], [-2.8337, -2.0662, -0.9641], [-3.6839, -0.9593, -0.3938], [-3.7425, -0.7935, 0.9826], [-4.4758, 0.2334, 1.5695], [-5.1464, 1.0833, 0.7235], [-5.0911, 0.9241, -0.6620], [-4.3637, -0.0841, -1.2447], [-5.8422, 1.8991, -1.2621], [-6.3771, 2.6764, -0.2120], [-5.9346, 2.1615, 1.0253], [1.5385, -2.0206, -0.8667], [2.9503, -1.5051, -0.5883], [7.9353, 2.5224, -0.0608], [7.8515, 0.8422, -0.5969], [6.5650, 1.9683, -1.0310], [7.2001, 1.0178, 1.8028], [5.9500, 2.1988, 1.3752], [5.0171, -0.1084, 1.6841], [5.9389, -0.6275, 0.2421], [2.6182, -0.6760, 1.9646], [2.1865, 0.9897, 1.4789], [0.1625, -0.4778, 1.9102], [0.2298, 0.1593, 0.2598], [1.1600, -2.6126, 1.1650], [-1.0389, -0.9839, -1.1571], [-3.0548, -3.0141, -0.4665], [-3.0062, -2.1704, -2.0386], [-3.2055, -1.4861, 1.6123], [-4.5230, 0.3582, 2.6379], [-4.3303, -0.1954, -2.3160], [-6.0416, 3.7205, -0.3184], [-7.4778, 2.6438, -0.2529], [1.0932, -1.3984, -1.6434], [1.5861, -3.0482, -1.2293], [3.4561, -2.1769, 0.1236], [3.5352, -1.4479, -1.5067]], "homo_energy_ev": -8.16, "smiles": "CCCS(=O)(=O)N1CCC(C(=O)NCc2ccc3c(c2)OCO3)CC1", "de_lowest_kj_mol": 134.68, "total_charge": 0, "orbital_gap_ev": 8.81}

Record 3
{"formula": "C3H8S4", "method": "the ωB97M-V functional and the def2-TZVPD basis", "elements": ["C", "C", "C", "S", "S", "S", "S", "H", "H", "H", "H", "H", "H", "H", "H"], "xyz": [[0.4832, -1.3553, -0.4988], [-0.4894, -0.2219, -0.2983], [0.2169, 1.1420, 0.2186], [1.9159, -1.0045, -1.6235], [-1.5975, -0.5258, 1.1199], [0.8956, 0.8154, 1.9297], [-0.9818, 2.4918, 0.2682], [0.9275, -1.6287, 0.4552], [-0.0919, -2.1670, -0.9267], [-1.1507, 0.1711, -1.2159], [1.0617, 1.5098, -0.3277], [2.3819, -2.1665, -1.7714], [-2.6404, -0.9527, 0.4048], [1.0178, 2.1558, 2.3459], [-1.9488, 1.7364, -0.0800]], "homo_energy_ev": [-4.35, -9.21], "multiplicity": 3, "s2": 2.006, "total_charge": 0, "orbital_gap_ev": [4.84, 6.06]}

Record 4
{"formula": "C28H41AsBrN2O3S4ScSi3", "method": "the ωB97M-V functional and the def2-TZVPD basis", "elements": ["Sc", "O", "C", "C", "C", "C", "C", "C", "C", "O", "N", "N", "C", "C", "Br", "C", "C", "C", "C", "C", "C", "C", "H", "H", "H", "H", "H", "H", "H", "H", "H", "H", "H", "H", "H", "H", "O", "C", "S", "C", "C", "S", "S", "S", "C", "Si", "C", "C", "As", "Si", "C", "C", "C", "Si", "C", "C", "C", "H", "H", "H", "H", "H", "H", "H", "H", "H", "H", "H", "H", "H", "H", "H", "H", "H", "H", "H", "H", "H", "H", "H", "H", "H", "H", "H"], "xyz": [[-0.2050, -0.3688, -0.3279], [4.2432, 1.1733, -3.0862], [3.5561, 0.4384, -4.0289], [4.0761, 0.2099, -5.2919], [3.3414, -0.5306, -6.2067], [2.0993, -1.0344, -5.8568], [1.5960, -0.7991, -4.5845], [2.3169, -0.0686, -3.6512], [1.7291, 0.2226, -2.2867], [0.5398, -0.4513, -2.0708], [2.6799, -0.2140, -1.2371], [2.1121, -0.1898, 0.0049], [2.8504, -0.1080, 1.0406], [2.3373, -0.2189, 2.4078], [0.4695, -0.3934, 2.5855], [3.1834, -0.1707, 3.4419], [2.9756, -0.2759, 4.8942], [2.0008, -1.0803, 5.4851], [1.8896, -1.1412, 6.8654], [2.7403, -0.4001, 7.6724], [3.7236, 0.3905, 7.0948], [3.8480, 0.4386, 5.7170], [5.0315, 1.5504, -3.4867], [5.0471, 0.6119, -5.5586], [3.7435, -0.7066, -7.1959], [1.5171, -1.6000, -6.5718], [0.6232, -1.1700, -4.2936], [1.5527, 1.3058, -2.1877], [3.5885, 0.2344, -1.3007], [3.9295, 0.0138, 0.9471], [4.2160, 0.0136, 3.1547], [1.3426, -1.6790, 4.8745], [1.1352, -1.7750, 7.3127], [2.6437, -0.4472, 8.7491], [4.3974, 0.9647, 7.7167], [4.6243, 1.0458, 5.2669], [-5.0635, 4.6258, -0.1512], [-4.2246, 3.7659, -0.1192], [-2.4818, 4.0801, -0.0421], [-1.9612, 2.4081, -0.0382], [-2.9223, 1.4753, -0.0974], [-2.6885, -0.2802, -0.0955], [-4.5814, 2.0310, -0.1734], [-0.2213, 2.1333, 0.0628], [3.2432, -3.5007, 0.0778], [1.7027, -4.2041, 0.8761], [1.7485, -3.9476, 2.7237], [1.6078, -6.0238, 0.4800], [-0.1957, -3.0678, 0.0467], [-2.0440, -3.9195, 1.2604], [-2.2807, -2.8364, 2.7542], [-3.5240, -3.8481, 0.1385], [-1.7482, -5.6726, 1.8292], [-0.3998, -3.9779, -2.1419], [-1.0024, -5.7511, -2.1003], [-1.6177, -2.9475, -3.0984], [1.3110, -3.8981, -2.8717], [3.9871, -3.2830, 0.8499], [3.0609, -2.5902, -0.4914], [3.6811, -4.2280, -0.6084], [2.4790, -4.6296, 3.1681], [0.7843, -4.1286, 3.2009], [2.0539, -2.9270, 2.9610], [2.4341, -6.5196, 1.0006], [1.7389, -6.2030, -0.5874], [0.6798, -6.4971, 0.7949], [-2.5140, -1.8134, 2.4522], [-1.3890, -2.8227, 3.3855], [-3.1119, -3.2142, 3.3560], [-3.6697, -2.8502, -0.2762], [-4.4169, -4.0995, 0.7190], [-3.4516, -4.5609, -0.6851], [-0.8801, -5.7643, 2.4828], [-1.6442, -6.3883, 1.0140], [-2.6284, -5.9616, 2.4137], [-1.6775, -5.9651, -1.2722], [-0.1704, -6.4540, -2.0418], [-1.5520, -5.9576, -3.0232], [-2.6417, -3.2431, -2.8594], [-1.4594, -3.1202, -4.1675], [-1.5301, -1.8772, -2.9146], [1.9684, -4.6381, -2.4116], [1.7609, -2.9129, -2.7511], [1.2606, -4.1186, -3.9423]], "homo_energy_ev": -6.60, "de_lowest_kj_mol": 10.50, "total_charge": 0, "orbital_gap_ev": 5.88}

Record 5
{"formula": "CH2ClNO2", "method": "the ωB97M-V functional and the def2-TZVPD basis", "elements": ["O", "C", "O", "N", "Cl", "H", "H"], "xyz": [[-2.9638, 1.7588, -0.0234], [-2.8348, 0.6238, -0.0009], [-2.8031, -0.5192, 0.0445], [0.1347, 0.4882, -0.2107], [1.4220, 1.6642, 0.0356], [-0.1018, 0.1167, 0.7099], [0.4203, -0.4194, -0.5097]], "homo_energy_ev": -10.29, "smiles": "O=C=O.NCl", "de_lowest_kj_mol": 0.00, "total_charge": 0, "orbital_gap_ev": 10.58}

Record 6
{"formula": "C18H21N3O5S", "method": "the ωB97M-V functional and the def2-TZVPD basis", "elements": ["C", "O", "C", "O", "C", "C", "C", "C", "C", "C", "N", "C", "O", "C", "N", "C", "C", "C", "C", "C", "C", "S", "O", "O", "N", "C", "C", "H", "H", "H", "H", "H", "H", "H", "H", "H", "H", "H", "H", "H", "H", "H", "H", "H", "H", "H", "H", "H"], "xyz": [[-0.6424, 3.1651, -1.1593], [-1.3538, 1.9305, -1.1082], [-2.5578, 1.9570, -0.4997], [-3.0030, 2.9627, -0.0039], [-3.2926, 0.6677, -0.5131], [-4.6518, 0.7722, -0.2069], [-5.4739, -0.3336, -0.1793], [-4.9368, -1.5816, -0.4553], [-3.5946, -1.7148, -0.7502], [-2.7523, -0.6034, -0.7850], [-1.3953, -0.7428, -1.0605], [-0.6524, -1.8714, -1.1483], [-1.0565, -3.0113, -1.1048], [0.8401, -1.5716, -1.3361], [1.2620, -0.3822, -0.6328], [1.0149, -0.2846, 0.7491], [0.7052, -1.4072, 1.5159], [0.4234, -1.2743, 2.8644], [0.4474, -0.0321, 3.4719], [0.7521, 1.0857, 2.7129], [1.0275, 0.9667, 1.3640], [2.5248, 0.4908, -1.3392], [2.3388, 1.8822, -1.0800], [2.5787, 0.0626, -2.6977], [3.9344, 0.0272, -0.6058], [4.2400, 0.5980, 0.6826], [4.2711, -1.3644, -0.7724], [-1.0438, 3.7854, -1.9625], [-0.7525, 3.6952, -0.2118], [0.3993, 2.9159, -1.3506], [-5.0401, 1.7565, 0.0072], [-6.5217, -0.2263, 0.0543], [-5.5654, -2.4591, -0.4409], [-3.1789, -2.6867, -0.9556], [-0.8846, 0.1324, -1.1254], [1.0271, -1.3842, -2.3963], [1.4028, -2.4690, -1.0487], [0.6677, -2.3883, 1.0712], [0.1819, -2.1555, 3.4398], [0.2239, 0.0653, 4.5230], [0.7640, 2.0636, 3.1699], [1.2575, 1.8386, 0.7773], [3.8723, 1.6198, 0.6826], [3.7779, 0.0403, 1.5055], [5.3223, 0.6044, 0.8180], [3.9658, -1.6558, -1.7741], [3.7765, -2.0006, -0.0280], [5.3505, -1.4852, -0.6772]], "homo_energy_ev": -8.72, "smiles": "COC(=O)c1ccccc1NC(=O)CN(c1ccccc1)S(=O)(=O)N(C)C", "de_lowest_kj_mol": 121.64, "total_charge": 0, "orbital_gap_ev": 9.21}

In the order shown, the computed electronic energy values come out to -7690.269 -42071.395 -46575.597 -257386.560 -19176.420 -44550.287 eV.